No. 1
{
  "formula": "C30H22N3O4PS2Ti",
  "method": "ωB97M-V/def2-TZVPD",
  "elements": ["Ti", "O", "C", "O", "C", "C", "C", "C", "C", "N", "H", "H", "H", "H", "C", "C", "N", "C", "C", "C", "C", "C", "C", "C", "C", "C", "N", "C", "H", "H", "H", "H", "H", "H", "H", "H", "O", "O", "S", "P", "S", "C", "C", "C", "C", "C", "C", "C", "C", "C", "C", "C", "C", "H", "H", "H", "H", "H", "H", "H", "H", "H", "H"],
  "xyz": [[-2.013104, -0.464291, -1.007908], [-3.142750, 1.101464, 2.527309], [-2.774176, 0.401816, 1.612958], [-2.776172, 0.719565, 0.348894], [-2.274712, -1.004475, 1.874913], [-2.511451, -1.621364, 3.083714], [-2.079811, -2.930273, 3.237798], [-1.460679, -3.568353, 2.174836], [-1.309030, -2.888850, 0.977305], [-1.718564, -1.631496, 0.830923], [-2.996755, -1.059097, 3.867483], [-2.227442, -3.450353, 4.175380], [-1.103871, -4.584686, 2.259464], [-0.860725, -3.358717, 0.114064], [1.599286, -1.602571, -3.524818], [0.646197, -1.504887, -2.499011], [-0.367596, -0.668305, -2.557118], [-0.483883, 0.121561, -3.643622], [0.400585, 0.091976, -4.717991], [1.477908, -0.810013, -4.635055], [0.166480, 0.964156, -5.839063], [-0.888942, 1.804363, -5.865521], [-1.809036, 1.868811, -4.760660], [-2.915716, 2.733732, -4.701965], [-3.720747, 2.737523, -3.589855], [-3.424073, 1.873560, -2.529410], [-2.393496, 1.050066, -2.572369], [-1.592204, 1.043570, -3.659227], [2.420955, -2.295011, -3.412016], [0.752382, -2.091017, -1.595071], [2.197962, -0.865333, -5.442122], [0.858156, 0.927810, -6.671251], [-1.056967, 2.450645, -6.717534], [-3.123145, 3.394714, -5.534580], [-4.573819, 3.396086, -3.518049], [-4.019531, 1.846257, -1.625462], [-3.622452, -1.250785, -1.132425], [-2.633527, -1.894537, -1.939265], [2.046182, -2.200424, 0.533984], [1.534904, -0.376882, 1.109276], [0.279824, 0.717554, -0.045927], [3.016100, 0.672502, 1.320200], [2.894780, 2.053693, 1.455688], [4.019483, 2.832212, 1.674234], [5.272999, 2.239164, 1.757406], [5.397518, 0.865585, 1.620546], [4.271257, 0.082328, 1.402368], [0.874991, -0.415473, 2.810656], [1.175867, -1.482816, 3.649436], [0.735408, -1.476487, 4.965904], [-0.008663, -0.408802, 5.446633], [-0.316368, 0.655951, 4.610180], [0.126598, 0.655332, 3.296853], [1.920056, 2.518194, 1.374940], [3.918029, 3.905222, 1.776595], [6.150680, 2.850347, 1.926139], [6.372971, 0.399815, 1.680756], [4.358713, -0.990143, 1.285902], [1.746262, -2.315886, 3.257967], [0.972436, -2.309690, 5.616159], [-0.354134, -0.407773, 6.473176], [-0.917599, 1.480454, 4.970516], [-0.133808, 1.472749, 2.636733]],
  "forces_ev_per_a": [[0.97, -0.15, 0.09], [-0.01, 0.05, -0.02], [-0.06, 0.02, 0.01], [-0.18, 0.12, 0.00], [-0.44, 0.09, -0.11], [0.32, -0.10, 0.05], [0.00, 0.00, -0.01], [0.00, 0.04, -0.02], [0.03, -0.07, 0.03], [-0.16, 0.11, -0.02], [0.01, 0.00, 0.00], [0.00, 0.00, 0.00], [0.00, 0.00, -0.01], [0.00, 0.00, 0.00], [-0.03, 0.03, 0.01], [0.04, -0.05, -0.11], [-0.09, -0.17, -0.25], [-0.33, 0.19, 0.06], [0.06, 0.02, -0.11], [-0.03, 0.00, 0.03], [0.02, -0.05, 0.05], [-0.05, 0.02, 0.04], [0.09, 0.08, -0.06], [-0.02, -0.01, 0.03], [0.03, -0.01, -0.02], [0.01, 0.04, -0.04], [0.01, 0.03, 0.26], [0.12, -0.28, 0.08], [-0.01, -0.01, 0.02], [0.01, -0.02, 0.00], [0.00, 0.01, 0.00], [0.01, 0.00, 0.01], [-0.01, 0.00, 0.01], [0.01, 0.00, -0.01], [0.00, -0.01, 0.01], [0.00, 0.00, 0.00], [-0.25, -0.13, -0.07], [-0.02, 0.06, 0.04], [0.02, -0.02, 0.04], [0.03, -0.04, -0.10], [0.01, 0.23, 0.06], [0.01, -0.02, -0.05], [-0.02, 0.00, 0.00], [0.01, 0.01, 0.00], [0.00, 0.01, 0.01], [-0.01, -0.01, -0.01], [0.03, 0.02, 0.02], [-0.10, 0.06, 0.01], [-0.02, -0.01, 0.03], [0.01, -0.03, -0.02], [-0.02, 0.03, 0.02], [-0.01, 0.00, 0.00], [0.02, -0.07, 0.02], [0.01, 0.00, 0.00], [0.00, 0.00, 0.00], [0.00, 0.00, 0.00], [0.00, 0.00, 0.00], [0.00, 0.00, 0.00], [0.00, 0.00, 0.01], [0.00, 0.00, 0.00], [0.00, 0.00, 0.00], [0.00, 0.00, 0.00], [-0.01, 0.01, 0.00]],
  "mulliken_charge": [0.1407, -0.7030, 0.4920, -0.2824, 0.6276, -0.8609, -0.4777, -0.9114, -0.2137, 0.6006, 0.5631, 0.4496, 0.4472, 0.4360, -1.1471, -0.0702, 0.3340, -0.2284, 0.9461, -0.7143, -0.8371, -0.8904, 0.6050, -0.5145, -1.0124, 0.0106, 0.3053, 0.3338, 0.4614, 0.3160, 0.4258, 0.4055, 0.4024, 0.4357, 0.4139, 0.5419, -0.2161, -0.2619, -0.5240, 1.1232, -0.3948, 0.3773, -0.2752, -0.7115, -0.4300, -0.5634, -0.4221, 0.6668, -0.5447, -0.6925, -0.4888, -0.6871, -0.5908, 0.3481, 0.3891, 0.3682, 0.3936, 0.3013, 0.4207, 0.4314, 0.3973, 0.3949, 0.3599],
  "fmax_ev_per_a": 0.98,
  "e_homo_ev": -7.849,
  "relative_energy_kcal_mol": 7.0,
  "gap_ha": 0.2525
}


No. 2
{
  "formula": "C5H8N2",
  "method": "ωB97M-V/def2-TZVPD",
  "elements": ["C", "N", "C", "C", "N", "C", "C", "H", "H", "H", "H", "H", "H", "H", "H"],
  "xyz": [[2.697570, -0.218075, 0.588302], [1.331802, -0.360961, 0.131664], [0.819740, 0.617242, -0.487214], [-0.551372, 0.569497, -1.060886], [-1.091859, -0.792996, -1.481915], [-1.602914, -0.249375, -0.479170], [-2.638804, -0.439356, 0.557661], [3.108221, 0.796456, 0.451406], [3.328996, -0.925415, 0.039174], [2.760866, -0.487647, 1.647711], [1.370420, 1.559033, -0.649010], [-0.810469, 1.404572, -1.713375], [-3.442036, 0.289958, 0.410455], [-2.212681, -0.274211, 1.550541], [-3.055923, -1.447502, 0.499738]],
  "forces_ev_per_a": [[0.18, -0.02, 0.07], [-0.15, 0.39, -0.19], [0.03, -0.20, 0.12], [0.18, 0.29, -0.06], [-0.34, 0.12, 0.43], [0.10, -0.30, -0.35], [0.01, -0.04, 0.01], [-0.10, -0.15, 0.01], [-0.08, 0.08, 0.10], [-0.02, 0.04, -0.15], [-0.02, -0.13, 0.02], [0.04, -0.12, 0.11], [0.13, -0.07, 0.02], [-0.03, -0.02, -0.13], [0.07, 0.12, -0.01]],
  "mulliken_charge": [-0.6554, -0.3664, -0.1633, -0.0392, -0.5460, 0.4312, -0.9879, 0.3030, 0.2367, 0.2272, 0.2761, 0.4031, 0.2849, 0.2806, 0.3155],
  "fmax_ev_per_a": 0.56,
  "e_homo_ev": -9.451,
  "relative_energy_kcal_mol": 55.0,
  "gap_ha": 0.3858,
  "smiles": "C/N=C/[C@H]1N=C1C"
}


No. 3
{
  "formula": "C17H14N4OS3",
  "method": "ωB97M-V/def2-TZVPD",
  "elements": ["C", "C", "C", "C", "C", "N", "C", "N", "C", "C", "S", "C", "N", "N", "C", "C", "C", "C", "C", "S", "O", "C", "S", "C", "C", "H", "H", "H", "H", "H", "H", "H", "H", "H", "H", "H", "H", "H", "H"],
  "xyz": [[-2.406863, 3.454726, -4.059371], [-1.299019, 3.072167, -3.125554], [0.018932, 3.045713, -3.568347], [1.048762, 2.707931, -2.714447], [0.782927, 2.387389, -1.384143], [1.860650, 2.046433, -0.568068], [1.845061, 1.687634, 0.731547], [0.832398, 1.649695, 1.524353], [1.174517, 1.224010, 2.772961], [0.112336, 1.090383, 3.802299], [-1.315883, 0.146685, 3.145706], [-0.479455, -1.265493, 2.639545], [0.747624, -1.605600, 2.899020], [0.958807, -2.781831, 2.287072], [-0.146347, -3.113302, 1.686337], [-0.385027, -4.287364, 0.917238], [0.504085, -5.298942, 0.656901], [-0.058602, -6.313356, -0.135786], [-1.355883, -6.063569, -0.465358], [-1.926390, -4.581826, 0.182614], [-1.116473, -2.176455, 1.874458], [2.486807, 0.931679, 2.951582], [3.373536, 1.202334, 1.495190], [-0.531156, 2.412737, -0.929502], [-1.551583, 2.751479, -1.798359], [-3.373776, 3.172290, -3.650918], [-2.278938, 2.973130, -5.027001], [-2.406175, 4.533078, -4.221127], [0.240775, 3.291176, -4.597037], [2.067585, 2.688903, -3.076700], [2.765019, 2.031238, -1.017836], [-0.313162, 2.059027, 4.066226], [0.485869, 0.579899, 4.687201], [1.510614, -5.289604, 1.030709], [0.475123, -7.192265, -0.448930], [-2.017470, -6.666235, -1.055317], [2.978976, 0.566526, 3.827506], [-0.740316, 2.165424, 0.097403], [-2.567889, 2.764158, -1.432069]],
  "forces_ev_per_a": [[0.05, 0.08, 0.00], [-0.08, -0.04, 0.05], [-0.02, -0.04, 0.12], [-0.01, 0.00, 0.07], [-0.34, 0.09, -0.18], [0.49, 0.11, -0.53], [0.90, -0.36, 0.77], [-0.55, 0.27, -0.43], [1.05, 0.01, 0.31], [-0.18, -0.45, -0.18], [-0.38, 0.41, 0.19], [0.72, -0.09, 0.31], [-0.75, 1.16, 0.64], [-0.23, -1.51, -0.97], [0.94, 0.58, 0.68], [-0.56, -0.62, -0.55], [-0.22, 0.53, 0.22], [-0.23, -0.14, -0.16], [-0.12, 0.24, 0.09], [0.55, -0.25, 0.06], [0.00, -0.10, -0.12], [-0.30, 0.36, -0.11], [-0.62, 0.10, -0.13], [0.05, -0.05, 0.20], [0.13, 0.06, -0.30], [-0.09, -0.01, -0.03], [-0.07, -0.01, -0.08], [-0.09, 0.06, -0.06], [0.03, 0.02, -0.11], [0.11, 0.00, -0.04], [-0.21, 0.00, 0.07], [-0.04, -0.05, 0.04], [0.01, 0.11, 0.02], [0.20, 0.02, 0.08], [0.06, -0.16, -0.07], [-0.11, -0.15, -0.13], [0.06, -0.16, 0.24], [-0.04, 0.00, -0.01], [-0.11, -0.01, 0.04]],
  "mulliken_charge": [-1.4036, 0.6941, -0.6888, -0.7388, 0.8659, -0.0624, 0.4380, -0.3109, -0.1559, -0.6019, -0.1842, 0.5102, -0.0194, -0.7051, 0.4868, 0.2870, -0.5290, -0.4429, -0.4086, -0.0862, -0.3503, -0.3153, -0.2666, -0.4060, -0.8658, 0.3502, 0.3580, 0.2863, 0.3808, 0.3208, 0.1863, 0.3705, 0.3565, 0.4836, 0.4027, 0.4247, 0.4626, 0.5571, 0.3198],
  "fmax_ev_per_a": 1.81,
  "e_homo_ev": -7.540,
  "relative_energy_kcal_mol": 1.5,
  "gap_ha": 0.2896,
  "smiles": "Cc1ccc(Nc2nc(CSc3nnc(-c4cccs4)o3)cs2)cc1"
}


No. 4
{
  "formula": "C5H9NO",
  "method": "ωB97M-V/def2-TZVPD",
  "elements": ["C", "C", "C", "O", "C", "C", "N", "H", "H", "H", "H", "H", "H", "H", "H", "H"],
  "xyz": [[-0.771375, -1.206714, -0.803117], [0.361032, -0.281784, -0.385934], [1.170505, 0.326347, -1.504276], [1.319631, -0.572903, 0.717616], [0.265535, 0.296248, 0.927730], [-0.663489, 0.358905, 2.034109], [0.045471, 1.577024, 1.509352], [-0.516878, -2.266087, -0.793543], [-1.082317, -0.934809, -1.817832], [-1.644674, -1.054823, -0.158845], [0.561964, 0.803425, -2.276987], [1.723166, -0.499791, -1.970908], [1.901908, 1.033867, -1.107380], [-0.294395, 0.068335, 3.014698], [-1.723321, 0.186869, 1.860915], [-0.583117, 2.060433, 0.865020]],
  "forces_ev_per_a": [[0.07, -0.14, 0.01], [-0.05, -0.02, -0.16], [-0.03, 0.10, -0.03], [-0.09, -0.29, 0.01], [-0.35, -0.01, -0.05], [-0.23, -0.18, 0.12], [0.24, 0.23, -0.05], [0.12, 0.01, -0.01], [0.12, -0.14, 0.11], [0.21, -0.16, -0.05], [-0.01, -0.01, 0.12], [-0.08, 0.19, -0.01], [-0.16, -0.04, -0.08], [-0.12, -0.01, -0.17], [0.07, 0.32, 0.04], [0.27, 0.16, 0.22]],
  "mulliken_charge": [-1.2895, 1.3279, -1.3918, -0.5975, 0.2566, -0.3566, -0.6995, 0.2897, 0.3477, 0.3162, 0.3763, 0.3091, 0.3732, 0.2479, 0.2343, 0.2562],
  "fmax_ev_per_a": 0.39,
  "e_homo_ev": -9.450,
  "relative_energy_kcal_mol": 78.0,
  "gap_ha": 0.3799,
  "smiles": "CC1(C)O[C@]12CN2"
}


No. 5
{
  "formula": "C6H6FLiMnO6",
  "method": "ωB97M-V/def2-TZVPD",
  "elements": ["H", "O", "O", "O", "C", "C", "C", "H", "F", "H", "Mn", "H", "O", "O", "O", "C", "C", "C", "H", "H", "Li"],
  "xyz": [[0.947953, -0.888576, 0.901811], [-1.160677, -0.245568, 1.867936], [-0.521957, 1.641261, 0.978158], [-2.577185, 0.934220, 0.566942], [0.303216, -0.213670, 2.028549], [0.560489, 1.260529, 1.831601], [-1.511701, 0.752541, 1.140299], [0.530314, -0.536174, 3.048391], [0.467351, 2.045569, 2.967658], [1.506249, 1.526002, 1.349686], [-4.346581, 0.224639, 0.477959], [1.818166, -2.358061, -2.311738], [0.162845, -1.164044, -2.792821], [0.600643, 0.244891, -1.192318], [-0.885978, 0.850245, -2.668525], [0.947827, -1.932326, -1.801328], [1.284822, -0.962591, -0.696079], [-0.069741, 0.019398, -2.302638], [0.268230, -2.734941, -1.485151], [2.341202, -0.656438, -0.760648], [-0.665487, 2.193093, -1.147744]],
  "forces_ev_per_a": [[-1.04, 0.50, -0.51], [-0.84, 0.15, -0.70], [-0.81, 0.41, -0.48], [0.27, 0.70, -0.43], [1.35, 0.02, -0.04], [0.86, -0.24, 0.66], [2.29, -0.44, 1.08], [-0.12, 0.01, -0.28], [-0.18, -0.32, -0.48], [-0.25, -0.12, -0.01], [-1.80, -0.72, -0.13], [-0.27, 0.08, 0.07], [0.02, 0.01, -0.24], [-0.35, 0.97, 0.59], [-0.18, 0.62, -0.38], [-0.38, -0.88, -0.17], [1.24, 0.50, 1.18], [-0.09, -0.42, 0.83], [0.24, 0.11, -0.19], [-0.17, -0.33, -0.05], [0.20, -0.59, -0.32]],
  "lowdin_spin": [0.0002, 0.0218, 0.0085, 0.2393, 0.0018, 0.0013, 0.0365, 0.0002, 0.0004, 0.0001, 5.6637, 0.0000, 0.0002, 0.0004, 0.0018, 0.0002, 0.0015, 0.0005, 0.0000, 0.0000, 0.0214],
  "spin_multiplicity": 7,
  "fmax_ev_per_a": 2.57,
  "e_homo_ev": [-10.585, -10.581],
  "total_charge": 1,
  "gap_ha": [0.2580, 0.2267]
}